1 | A 2-piece molecular cluster, C2H5N4 overall. Source: the Open Molecules 2025 dataset; level of theory: ωB97M-V/def2-TZVPD.

ORCA input file:
```
! wB97M-V def2-TZVPD RIJCOSX def2/J DEFGRID3
* xyz 1 1
H -0.628 1.334 0.052
H 0.586 2.676 0.036
H -0.376 -1.477 1.019
H -2.080 -0.074 -1.508
N 1.359 0.721 -0.060
C -1.480 -0.674 -0.789
H 2.090 -2.234 0.673
C -0.896 -0.894 0.212
N 1.525 -0.400 0.207
N 1.909 -1.489 0.053
N 0.458 1.636 -0.044
*
```

LUMO, eV: -5.4
HOMO-LUMO gap, eV: 9.53

2 | An isolated ion of composition C2H5N4 and charge +1. Source: the Open Molecules 2025 dataset; level of theory: ωB97M-V/def2-TZVPD.

ORCA input file:
```
! wB97M-V def2-TZVPD RIJCOSX def2/J DEFGRID3
* xyz 1 1
H 0.183 -0.982 0.281
N 1.216 0.780 0.170
C -0.963 0.587 -0.039
H -3.873 -0.717 -0.090
N -2.940 -0.607 0.300
N -2.176 0.166 -0.219
N 0.202 -0.013 0.154
H -0.673 1.560 -0.163
H 2.719 -1.144 -0.275
C 2.717 -0.102 0.092
H 3.588 0.472 -0.211
*
```

LUMO (spin up / spin down), eV: -6.6 / -6.4
SMILES: [H]/N=N/C=[NH+]/N=C
HOMO-LUMO gap (spin up / spin down), eV: 7.54 / 7.76

Result of the stability comparison: 2 is the most stable of them.

1 | A 3-piece molecular cluster, C5H17NO2 overall. Source: the Open Molecules 2025 dataset; level of theory: ωB97M-V/def2-TZVPD.

ORCA input file:
```
! wB97M-V def2-TZVPD RIJCOSX def2/J DEFGRID3
* xyz 0 1
H 1.346 -0.461 2.121
C 1.181 -1.043 0.046
H 1.347 0.934 -2.510
C 0.563 0.456 -1.909
C -1.289 -2.358 1.077
O -2.026 2.607 -1.017
N -0.615 -1.283 1.875
H 0.266 0.934 0.262
H -0.136 2.835 -0.299
H 0.608 -0.559 -2.237
C 0.877 0.372 -0.416
C 0.854 -1.251 1.543
H -2.409 -2.354 1.071
H 2.227 -1.272 0.044
H 1.335 -2.150 1.933
H -0.467 0.907 -2.116
H 1.936 0.741 -0.436
H 0.694 -1.813 -0.588
H -1.176 -3.351 1.599
H -2.221 1.823 -1.546
H -0.961 -0.350 1.755
H 1.146 3.032 0.547
H -0.898 -2.274 0.087
O 0.760 3.205 -0.329
H -2.943 2.671 -0.559
*
```

LUMO, eV: 0.4
SMILES: CCCCNC.O.O
HOMO-LUMO gap, eV: 9.08

2 | A 3-piece molecular cluster, C5H17NO2 overall. Source: the Open Molecules 2025 dataset; level of theory: ωB97M-V/def2-TZVPD.

ORCA input file:
```
! wB97M-V def2-TZVPD RIJCOSX def2/J DEFGRID3
* xyz 0 1
C 1.866 -0.959 -1.039
H -2.931 0.159 1.694
H -1.425 1.056 1.348
H -1.450 -1.813 0.544
H -1.513 1.158 -1.891
H -1.340 -0.424 2.319
H -0.243 2.887 1.614
H -2.474 -0.723 -0.409
H 3.507 -0.664 0.292
H -1.815 2.489 -1.193
C 2.467 -0.953 0.368
N -0.463 -0.271 -0.525
H 2.402 -1.632 -1.712
C 0.394 -1.312 -1.099
H 0.212 -2.276 -0.594
C -1.859 0.082 1.515
H 1.270 2.643 1.341
O 0.407 2.697 0.920
H 0.076 -1.506 -2.125
O -1.961 2.011 -2.015
H 2.463 -1.965 0.783
H 0.099 0.343 0.058
H 2.010 0.028 -1.488
H 1.914 -0.286 1.032
C -1.616 -0.771 0.260
*
```

LUMO, eV: 0.5
SMILES: CCCNCC.O.O
HOMO-LUMO gap, eV: 9.34

Result of the stability comparison: 2 is the most stable of them.